Molecular formula: C20H21FN2O5
Method: DFT, the ωB97M-V functional and the def2-TZVPD basis

Atoms and positions in Å:
C  -5.6615  -2.5784  -2.5492
C  -5.5979  -1.6998  -1.3150
O  -4.3755  -1.9823  -0.6225
C  -4.2453  -1.4905  0.5973
O  -5.0821  -0.8449  1.1733
C  -2.8667  -1.8100  1.1779
N  -2.0390  -0.6311  1.1173
C  -2.3515  0.5544  1.9009
C  -1.5566  1.6389  1.2051
C  -0.8793  2.8318  1.8388
C  -0.5930  3.6291  0.8162
C  -1.1589  2.9442  -0.4102
O  -2.2651  2.2358  0.1254
C  -0.2280  1.7478  -0.7882
C  1.2399  2.0451  -1.0287
O  1.7851  3.0893  -0.7440
N  1.8737  0.9851  -1.5751
C  3.3037  0.9348  -1.7404
C  3.9880  -0.1020  -0.8804
C  5.3793  -0.1410  -0.8739
C  6.0627  -1.0716  -0.1157
C  5.3349  -1.9709  0.6432
F  5.9924  -2.8844  1.3889
C  3.9541  -1.9577  0.6565
C  3.2846  -1.0185  -0.1103
C  -0.4153  0.8768  0.4619
C  -1.0031  -0.5047  0.2615
O  -0.5912  -1.3542  -0.5006
H  -6.5700  -2.3628  -3.1037
H  -5.6586  -3.6273  -2.2652
H  -4.8015  -2.3889  -3.1854
H  -6.4371  -1.8908  -0.6374
H  -5.6069  -0.6371  -1.5807
H  -2.9795  -2.1314  2.2182
H  -2.3819  -2.5831  0.5781
H  -3.4230  0.7626  1.8701
H  -2.0329  0.4219  2.9410
H  -0.6284  2.9161  2.8768
H  -0.0474  4.5492  0.7908
H  -1.4493  3.5784  -1.2420
H  -0.6569  1.2500  -1.6626
H  1.3530  0.1366  -1.7434
H  3.5449  0.7404  -2.7934
H  3.6771  1.9314  -1.4831
H  5.9318  0.5691  -1.4711
H  7.1404  -1.1077  -0.1050
H  3.4148  -2.6741  1.2555
H  2.2054  -1.0189  -0.0989
H  0.4985  0.8047  1.0576

Force components x, y, z for each atom (eV/Å):
C 0.216 0.171 0.377
C -0.520 0.120 -0.137
O 0.196 -0.314 -0.429
C 0.309 -0.020 0.456
O -0.112 0.060 0.037
C -0.089 -0.147 -0.152
N -0.433 -0.111 0.154
C -0.089 0.385 0.058
C 0.474 -0.196 0.309
C -0.328 0.060 -0.137
C -0.231 0.029 0.120
C 0.475 0.200 -0.280
O -0.301 -0.381 -0.113
C -0.097 0.177 0.082
C -0.548 -0.277 -0.209
O 0.116 0.391 0.134
N 0.323 -0.400 -0.221
C 0.141 0.202 -0.108
C -0.034 0.018 0.030
C -0.177 -0.081 0.042
C 0.014 -0.152 0.119
C -0.143 0.083 -0.062
F -0.026 0.051 -0.040
C 0.271 -0.138 0.103
C 0.118 0.123 -0.094
C -0.326 -0.130 -0.063
C 0.422 0.416 0.014
O 0.147 -0.305 -0.343
H -0.088 0.014 -0.064
H -0.026 -0.109 -0.019
H 0.049 -0.006 -0.122
H 0.136 0.076 -0.111
H -0.010 -0.127 0.098
H -0.052 -0.011 -0.135
H -0.043 0.067 0.161
H 0.105 0.014 0.078
H -0.057 0.057 -0.035
H 0.185 0.090 0.265
H 0.211 0.175 0.085
H -0.038 -0.018 0.014
H 0.079 -0.004 0.069
H -0.152 0.098 0.050
H -0.003 0.093 0.120
H -0.029 -0.155 -0.123
H 0.092 0.091 -0.069
H 0.112 -0.020 0.023
H -0.027 -0.092 0.071
H -0.132 0.007 -0.004
H -0.081 -0.073 0.001

The SMILES is CCOC(=O)CN1C[C@]23C=C[C@H](O2)[C@@H](C(=O)NCc2ccc(F)cc2)[C@@H]3C1=O. The calculation puts the HOMO-LUMO gap at 9.73 eV. The energy above the lowest of the compared OMol25 structures with the same formula, charge and spin comes out at 3.07 kcal per mole. As for the LUMO energy: 0.64 eV. As for the molecular weight: 388.40 g mol⁻¹. The electronic energy comes out at -37016.4695 eV.

The molecule's natural (NBO) atomic charges, reported in e, are given here: C -0.623; C -0.075; O -0.496; C 0.790; O -0.600; C -0.314; N -0.410; C -0.233; C 0.217; C -0.221; C -0.181; C 0.066; O -0.500; C -0.318; C 0.686; O -0.623; N -0.615; C -0.248; C -0.042; C -0.182; C -0.276; C 0.393; F -0.326; C -0.276; C -0.201; C -0.321; C 0.697; O -0.639; H 0.218; H 0.214; H 0.217; H 0.195; H 0.189; H 0.217; H 0.257; H 0.248; H 0.200; H 0.224; H 0.237; H 0.214; H 0.241; H 0.411; H 0.204; H 0.246; H 0.213; H 0.230; H 0.229; H 0.223; H 0.244